(1)
A molecular structure, C24H21BrN5NiO6 in a non-equilibrium geometry, computed with ωB97M-V/def2-TZVPD.

Output
- E: -5734.87509 hartree
- Charge: -1
- 2S+1: 3

```
58
C24H21BrN5NiO6 (ωB97M-V/def2-TZVPD)
Br 1.205 -8.661 0.016
Ni 0.149 -0.020 -0.014
O -2.476 2.964 -4.033
O 2.024 0.398 -0.161
O -1.246 1.543 -0.174
O 0.069 -0.176 2.008
O -1.691 1.913 -5.853
O -2.281 2.830 -1.703
N -0.156 0.191 -4.238
N -2.655 -4.488 4.015
N -1.145 -1.721 0.201
N -2.737 -5.656 3.546
N -0.052 0.112 -2.062
C 3.412 2.002 -1.260
C -2.673 -3.909 0.931
C 0.026 -7.725 1.174
C -1.750 2.056 -4.652
C 0.472 -6.596 1.843
C -0.397 -5.886 2.646
C -0.682 -1.091 2.447
C -2.034 -3.153 1.939
C -1.299 -2.038 1.504
C -1.733 -6.284 2.784
C 1.383 -1.549 -3.241
C -2.146 -3.392 3.350
C -1.726 -2.461 -0.716
C -0.898 1.108 -2.414
C -0.984 1.182 -3.760
C 3.276 1.873 1.253
C -1.022 -1.265 3.809
C -2.521 -3.564 -0.386
C -1.733 -2.370 4.212
C 0.405 -0.437 -3.172
C -1.273 -8.175 1.340
C -1.532 1.904 -1.339
C 2.513 1.689 -0.061
C -2.133 -7.461 2.153
H 2.240 -1.274 -3.855
H -3.015 -4.122 -1.168
H 2.629 1.611 2.088
H -3.153 -7.791 2.297
H 1.690 2.427 -0.067
H 4.271 1.329 -1.254
H 3.621 2.899 1.384
H 1.741 -1.748 -2.232
H -1.590 -2.152 -1.744
H 4.140 1.209 1.267
H -2.368 2.889 -3.034
H 0.933 -2.451 -3.657
H -0.011 0.019 -5.222
H 2.860 1.844 -2.187
H -0.031 -5.019 3.175
H -1.950 -2.523 5.262
H 3.774 3.030 -1.245
H -1.609 -9.070 0.837
H -0.689 -0.517 4.513
H 1.492 -6.260 1.722
H -3.304 -4.740 1.199
```

natural (NBO) analysis output, partial charges in e:
1. Br 0.0268
2. Ni 1.5216
3. O -0.6695
4. O -0.9894
5. O -0.7396
6. O -0.7072
7. O -0.6352
8. O -0.6800
9. N -0.4870
10. N -0.0985
11. N -0.5141
12. N -0.2826
13. N -0.5359
14. C -0.6203
15. C -0.1412
16. C -0.1087
17. C 0.7607
18. C -0.2182
19. C -0.2633
20. C 0.4357
21. C -0.0846
22. C 0.1447
23. C 0.1708
24. C -0.6653
25. C -0.0484
26. C 0.0451
27. C 0.0022
28. C -0.0125
29. C -0.6248
30. C -0.3632
31. C -0.2461
32. C -0.1024
33. C 0.4004
34. C -0.2366
35. C 0.7830
36. C 0.1134
37. C -0.2399
38. H 0.2315
39. H 0.2184
40. H 0.2165
41. H 0.2224
42. H 0.1294
43. H 0.1906
44. H 0.1814
45. H 0.2667
46. H 0.1978
47. H 0.1892
48. H 0.4800
49. H 0.2216
50. H 0.4375
51. H 0.1946
52. H 0.2295
53. H 0.2197
54. H 0.1868
55. H 0.2213
56. H 0.2234
57. H 0.2260
58. H 0.2256

(2)
A single C6H5NS molecule in a non-equilibrium geometry, computed with ωB97M-V/def2-TZVPD.

Output
- 2S+1: 1
- SMILES: C=CC1=CC(=S)C=N1
- Relative energy (zero: lowest compared OMol25 entry of this formula, charge and spin): 66.1 kcal/mol

```
13
C6H5NS (ωB97M-V/def2-TZVPD)
S 2.784 -0.567 -0.079
N -0.627 1.470 0.066
C -1.095 0.135 -0.077
C -0.084 -0.811 0.247
C 0.726 1.373 -0.009
C 1.204 0.080 0.093
C -3.405 -0.915 -0.074
C -2.499 0.132 0.002
H -0.045 -1.960 0.412
H 1.388 2.209 -0.250
H -3.152 -1.830 -0.341
H -2.937 1.156 0.073
H -4.489 -0.759 -0.185
```

natural (NBO) analysis output, partial charges in e:
1. S 0.1525
2. N -0.3295
3. C 0.0756
4. C -0.2770
5. C -0.0212
6. C -0.1462
7. C -0.3063
8. C -0.2245
9. H 0.2533
10. H 0.2187
11. H 0.1751
12. H 0.2297
13. H 0.1998

(3)
2 unconnected molecules or ions with the total composition C5H7PS in a non-equilibrium geometry, computed with ωB97M-V/def2-TZVPD.

Output
- 2S+1: 1
- Relative energy (zero: lowest compared OMol25 entry of this formula, charge and spin): 66.2 kcal/mol

```
14
C5H7PS (ωB97M-V/def2-TZVPD)
S -0.381 1.869 -1.768
P -0.862 -0.498 0.758
C -1.673 0.886 0.085
C 1.260 -1.499 -0.286
C 1.702 -0.741 0.825
C 0.680 0.002 1.420
C -0.034 -1.366 -0.594
H 2.057 -1.970 -0.852
H -1.787 1.795 0.775
H -0.823 -1.973 -1.211
H 2.695 -0.825 1.264
H 0.849 0.623 2.275
H -1.092 2.970 -2.159
H -2.591 0.728 -0.531
```

natural (NBO) analysis output, partial charges in e:
1. S -0.3133
2. P 0.8903
3. C -0.6699
4. C -0.2350
5. C -0.2013
6. C -0.5381
7. C -0.4882
8. H 0.2244
9. H 0.2532
10. H 0.2500
11. H 0.2230
12. H 0.2337
13. H 0.1257
14. H 0.2455

(4)
A single C3H5NOS molecule in a non-equilibrium geometry, computed with ωB97M-V/def2-TZVPD.

Output
- 2S+1: 1
- SMILES: N[C@H]1CSC1=O
- Relative energy (zero: lowest compared OMol25 entry of this formula, charge and spin): 23.0 kcal/mol

```
11
C3H5NOS (ωB97M-V/def2-TZVPD)
S -0.300 1.054 1.909
O -0.071 -1.682 1.725
N -0.381 -0.867 -1.074
C -0.014 -0.563 1.256
C 0.380 -0.105 -0.138
C -0.165 1.312 0.126
H -0.086 -0.669 -2.006
H 1.448 -0.226 -0.262
H -0.165 -1.821 -0.987
H 0.497 2.125 -0.258
H -1.142 1.443 -0.292
```

natural (NBO) analysis output, partial charges in e:
1. S 0.2249
2. O -0.5326
3. N -0.8153
4. C 0.4321
5. C -0.1691
6. C -0.5197
7. H 0.3549
8. H 0.2041
9. H 0.3689
10. H 0.2216
11. H 0.2301

(5)
A gas-phase ion, C5H13NP (charge +1) in a non-equilibrium geometry, computed with ωB97M-V/def2-TZVPD.

Output
- Charge: +1
- 2S+1: 3
- Relative energy (zero: lowest compared OMol25 entry of this formula, charge and spin): 41.6 kcal/mol

```
20
C5H13NP (ωB97M-V/def2-TZVPD)
P -0.265 1.688 0.598
N -1.824 0.098 2.144
C 2.762 -0.498 -1.595
C -1.242 -0.961 -0.222
C 1.546 0.183 -1.177
C -1.619 0.298 0.645
C 1.323 0.792 -0.037
H -2.532 0.757 0.300
H -1.880 0.988 2.542
H 0.641 0.330 -1.847
H -1.514 -0.843 -1.292
H 3.285 -0.790 -0.716
H 3.423 0.176 -2.174
H -1.104 -0.490 2.633
H -2.766 -0.530 2.287
H -0.134 -1.316 -0.141
H -1.980 -1.745 0.128
H 2.063 0.790 0.729
H -0.850 2.409 -0.576
H 2.668 -1.333 -2.229
```

natural (NBO) analysis output, partial charges in e:
1. P 0.7739
2. N -0.7357
3. C -0.6552
4. C -0.6687
5. C -0.1878
6. C -0.3755
7. C -0.5093
8. H 0.2292
9. H 0.4270
10. H 0.1962
11. H 0.2646
12. H 0.2243
13. H 0.2478
14. H 0.4489
15. H 0.4440
16. H 0.2719
17. H 0.2369
18. H 0.2221
19. H -0.0943
20. H 0.2397

(6)
A molecular structure, C36H33N7O3SY in a non-equilibrium geometry, computed with ωB97M-V/def2-TZVPD.

Output
- Charge: +1
- 2S+1: 1
- Relative energy (zero: lowest compared OMol25 entry of this formula, charge and spin): 0.4 kcal/mol

```
81
C36H33N7O3SY (ωB97M-V/def2-TZVPD)
Y -0.470 0.045 0.092
S 0.099 -1.175 -2.858
O -0.289 -0.285 2.243
O -1.058 1.476 -1.342
O -1.892 2.461 -3.803
N 1.738 0.922 -3.299
N -2.669 -1.051 0.146
N 0.092 1.958 2.578
N -0.287 2.057 1.246
N 1.875 -0.817 0.060
N -0.328 -2.407 0.020
N 2.786 -0.972 -3.283
C 1.080 -0.060 7.048
C -1.008 3.681 -0.427
C 0.053 0.719 2.985
C 0.857 -3.016 0.094
C 4.434 -1.843 0.275
C 0.951 -4.407 0.070
C 0.449 -0.856 4.872
C 2.928 0.004 0.069
C -5.024 -0.896 -0.170
C 1.562 -0.415 -3.156
C -1.450 -3.116 -0.100
C -1.203 5.056 -0.635
C -0.209 -5.154 -0.018
C 0.787 -1.109 6.191
C -3.906 -2.961 -0.579
C 4.232 -0.482 0.164
C -1.253 2.764 -1.485
C -3.702 1.092 0.624
C -2.787 1.368 -3.626
C 2.062 -2.146 0.149
C 3.066 1.199 -3.535
C 1.035 1.247 6.584
C 0.700 1.504 5.267
C -1.888 4.642 -2.889
C -3.798 -0.334 0.183
C -0.569 3.263 0.876
C 2.663 1.474 0.017
C -1.429 -4.511 -0.102
C 0.405 0.453 4.401
C -1.710 3.283 -2.722
C -2.720 -2.352 -0.190
C -1.632 5.534 -1.852
C 3.720 0.017 -3.522
C 3.337 -2.688 0.267
C -5.073 -2.214 -0.576
C 3.031 -2.394 -3.256
H 1.259 2.066 7.253
H 5.432 -2.246 0.373
H 3.486 -3.751 0.361
H 5.061 0.208 0.169
H 1.902 -4.909 0.126
H -2.340 -5.084 -0.157
H 0.956 1.561 -3.313
H -0.483 4.044 1.632
H -3.927 -3.993 -0.888
H 0.659 2.517 4.895
H 0.211 -1.665 4.195
H -3.194 1.149 -4.612
H -4.678 1.474 0.911
H -6.009 -2.663 -0.876
H 4.759 -0.212 -3.668
H -2.227 4.993 -3.855
H 1.342 -0.258 8.079
H 3.549 2.016 -0.306
H 0.818 -2.127 6.554
H -1.776 6.594 -2.004
H 3.425 2.197 -3.695
H 2.383 1.836 1.010
H -5.919 -0.293 -0.127
H -3.033 1.182 1.483
H -3.315 1.718 -0.183
H -3.609 1.641 -2.957
H 2.837 -2.831 -4.236
H -0.160 -6.234 -0.020
H -1.010 5.740 0.181
H 1.849 1.703 -0.676
H 2.359 -2.851 -2.534
H -2.265 0.492 -3.235
H 4.066 -2.573 -2.972
```

Löwdin analysis output, partial charges in e:
1. Y 1.4327
2. S 0.6771
3. O -0.1899
4. O -0.2832
5. O -0.0924
6. N 0.0875
7. N 0.0799
8. N 0.0623
9. N -0.1066
10. N 0.0820
11. N 0.0490
12. N -0.1124
13. C -0.0829
14. C -0.1450
15. C -0.4599
16. C -0.2040
17. C -0.0241
18. C 0.0185
19. C -0.0297
20. C -0.2954
21. C 0.0054
22. C -0.7834
23. C -0.1894
24. C -0.0445
25. C -0.0140
26. C -0.0803
27. C 0.0084
28. C 0.0005
29. C -0.2955
30. C -0.0036
31. C -0.0715
32. C -0.2027
33. C -0.0634
34. C -0.0760
35. C -0.0304
36. C 0.0113
37. C -0.2819
38. C -0.0571
39. C -0.0158
40. C 0.0224
41. C -0.1534
42. C -0.2347
43. C -0.1846
44. C -0.0787
45. C -0.0459
46. C -0.0018
47. C -0.0177
48. C -0.0224
49. H 0.1046
50. H 0.1211
51. H 0.1087
52. H 0.1230
53. H 0.1091
54. H 0.1132
55. H 0.1491
56. H 0.1334
57. H 0.1111
58. H 0.1048
59. H 0.1067
60. H 0.0948
61. H 0.0940
62. H 0.1217
63. H 0.1270
64. H 0.1255
65. H 0.1043
66. H 0.0918
67. H 0.1028
68. H 0.1063
69. H 0.1241
70. H 0.0893
71. H 0.1228
72. H 0.0864
73. H 0.0763
74. H 0.0964
75. H 0.1046
76. H 0.1227
77. H 0.1130
78. H 0.0599
79. H 0.0571
80. H 0.0345
81. H 0.0968

(7)
A single C20H21N3O5S molecule in a non-equilibrium geometry, computed with ωB97M-V/def2-TZVPD.

Output
- 2S+1: 1
- SMILES: COc1cccc(-n2c(=O)c3sccc3n(CC(=O)NC[C@@H]3CCCO3)c2=O)c1
- Relative energy (zero: lowest compared OMol25 entry of this formula, charge and spin): 14.8 kcal/mol

```
50
C20H21N3O5S (ωB97M-V/def2-TZVPD)
S 0.247 -3.681 -1.548
O 3.894 -0.661 1.487
O -2.116 -1.548 -1.506
O 3.385 3.388 -1.068
O -0.286 0.783 1.961
O -5.838 1.020 0.152
N -1.188 -0.381 0.228
N 0.712 -1.154 1.373
N 2.564 1.160 1.761
C 0.847 -2.167 0.458
C -2.189 0.637 0.079
C -2.799 2.894 -0.384
C 3.353 2.084 0.984
C 3.012 1.648 -2.577
C 2.630 2.447 -0.329
C -4.130 2.564 -0.246
C -0.112 -2.335 -0.524
C 1.681 -3.988 -0.658
C -3.521 0.285 0.229
C -6.277 -0.300 0.372
C -1.233 -1.451 -0.685
C 1.885 -3.123 0.372
C 2.858 -0.147 1.854
C 1.692 -0.968 2.430
C -4.505 1.252 0.052
C 4.014 2.715 -2.140
C 2.422 1.212 -1.233
C -0.260 -0.187 1.226
C -1.814 1.931 -0.235
H 1.371 0.936 -1.315
H 1.209 -0.433 3.249
H 2.751 -3.145 1.007
H -0.772 2.183 -0.354
H -5.956 -0.671 1.351
H 4.235 3.457 -2.908
H 1.633 1.461 2.030
H -3.768 -0.736 0.466
H 3.532 2.997 1.557
H -7.365 -0.256 0.344
H 2.242 2.098 -3.204
H 2.314 -4.802 -0.950
H 2.974 0.361 -0.835
H -2.520 3.910 -0.619
H 4.309 1.604 0.766
H -5.920 -0.975 -0.411
H 1.678 2.933 -0.075
H 4.952 2.251 -1.804
H -4.906 3.302 -0.369
H 3.481 0.831 -3.118
H 2.045 -1.942 2.770
```

natural (NBO) analysis output, partial charges in e:
1. S 0.5069
2. O -0.6299
3. O -0.5745
4. O -0.5230
5. O -0.6515
6. O -0.4892
7. N -0.4995
8. N -0.4070
9. N -0.6217
10. C 0.1934
11. C 0.2569
12. C -0.1872
13. C -0.2468
14. C -0.4253
15. C 0.0932
16. C -0.2513
17. C -0.3832
18. C -0.3548
19. C -0.3116
20. C -0.2544
21. C 0.6564
22. C -0.2912
23. C 0.6669
24. C -0.3049
25. C 0.3160
26. C -0.0682
27. C -0.4453
28. C 0.8095
29. C -0.2464
30. H 0.2140
31. H 0.2497
32. H 0.2513
33. H 0.2133
34. H 0.1748
35. H 0.1946
36. H 0.4289
37. H 0.2286
38. H 0.2064
39. H 0.2014
40. H 0.2065
41. H 0.2437
42. H 0.2195
43. H 0.2178
44. H 0.2274
45. H 0.1830
46. H 0.1750
47. H 0.1598
48. H 0.2255
49. H 0.2176
50. H 0.2289

(8)
A single C2H4NP molecule in a non-equilibrium geometry, computed with ωB97M-V/def2-TZVPD.

Output
- 2S+1: 3
- Relative energy (zero: lowest compared OMol25 entry of this formula, charge and spin): 69.1 kcal/mol

```
8
C2H4NP (ωB97M-V/def2-TZVPD)
P -2.110 -0.460 -0.055
N -0.668 0.291 0.471
C 1.958 -0.605 -0.001
C 0.582 -0.101 0.248
H -1.943 -0.017 -1.489
H -3.009 0.543 0.327
H 2.650 -0.321 0.724
H 2.225 -0.562 -1.125
```

natural (NBO) analysis output, partial charges in e:
1. P 0.5610
2. N -0.7204
3. C -0.3060
4. C 0.1724
5. H -0.0499
6. H -0.0426
7. H 0.1813
8. H 0.2041